ORCA calculation (wB97M-V/def2-TZVPD) on 3 unconnected molecules or ions with the total composition C37H65ClN3O5S.

The calculation puts the HOMO-LUMO gap at 5.95 eV. The calculated total energy comes out at -77481.9526 eV. The HOMO energy is -9.107 eV. For the LUMO energy, the calculation gives -0.1158 hartree. The charge is +1.

Each line ends with the Mulliken charge.
Geometry (Å):
C (-5.58739, -1.66778, 0.06066)  -0.602
O (-6.13158, -0.50985, 0.65067)  -0.435
C (-5.89929, 0.69540, -0.06069)  0.925
C (-7.22117, 1.43396, -0.31175)  -0.878
C (-7.58564, 1.65268, -1.78607)  -0.749
C (-6.94469, 2.90388, -2.40705)  -0.824
C (-5.49906, 2.72632, -2.91819)  0.051
C (-5.23538, 3.52488, -4.20342)  -0.672
C (-4.08316, 2.96283, -5.05480)  -2.056
C (-2.73017, 3.05707, -4.38963)  0.504
C (-2.17709, 4.34407, -4.20414)  1.341
N (-2.82758, 5.48506, -4.60988)  -0.549
C (-0.93283, 4.48397, -3.54465)  -0.208
S (-0.25408, 6.07353, -3.27129)  -0.251
C (-0.26578, 3.35893, -3.16892)  0.293
N (-0.79922, 2.14081, -3.40451)  0.046
Cl (0.20711, 0.83963, -2.98223)  -0.058
C (-2.01904, 1.93433, -3.97777)  0.463
C (-2.49568, 0.52098, -4.15750)  -1.148
C (-2.75588, -0.27563, -2.86801)  0.346
C (-2.57924, -1.78516, -3.06372)  -1.341
C (-1.15383, -2.29346, -3.26748)  -0.575
C (-0.36189, -2.50676, -1.96612)  -0.404
C (0.71848, -3.60650, -2.06327)  -0.832
C (2.16491, -3.10447, -1.86174)  -0.686
C (2.84176, -3.64747, -0.60400)  -0.911
C (4.33936, -3.29432, -0.53526)  -0.475
C (5.22559, -4.48751, -0.16639)  -1.222
C (5.12360, -4.79496, 1.33254)  -0.523
C (6.02878, -3.86774, 2.15627)  -0.710
N (5.37150, -3.25571, 3.29600)  0.320
C (4.41717, -3.82192, 4.10142)  -0.566
C (4.08945, -2.91952, 5.08581)  -0.473
C (4.86635, -1.75374, 4.87227)  -0.419
C (5.64409, -1.99565, 3.76374)  -0.580
H (-4.55215, -1.50437, -0.25526)  0.176
H (-6.18386, -1.99298, -0.79781)  0.268
H (-5.58734, -2.44968, 0.81670)  0.349
H (-5.42673, 0.45983, -1.01913)  -0.754
H (-5.20114, 1.31079, 0.51381)  0.293
H (-7.20974, 2.39546, 0.20459)  0.298
H (-7.98857, 0.81871, 0.15829)  0.370
H (-8.66769, 1.75678, -1.85728)  0.395
H (-7.28418, 0.77532, -2.36508)  0.337
H (-6.96355, 3.69647, -1.65685)  0.327
H (-7.57646, 3.24662, -3.22923)  0.483
H (-5.27417, 1.66975, -3.07523)  -0.172
H (-4.83312, 3.12965, -2.15038)  0.363
H (-6.12696, 3.51238, -4.83369)  0.604
H (-5.04626, 4.56488, -3.94087)  0.401
H (-4.02496, 3.53494, -5.98765)  0.481
H (-4.32775, 1.95219, -5.36102)  0.592
H (-3.45415, 5.33595, -5.39105)  0.259
H (-2.18002, 6.22212, -4.87362)  0.286
H (0.94898, 5.63333, -2.88317)  0.170
H (0.71710, 3.39350, -2.71770)  -0.516
H (-1.77902, 0.00365, -4.80283)  0.465
H (-3.42755, 0.55104, -4.70871)  0.261
H (-3.79604, -0.12285, -2.57909)  -0.524
H (-2.15590, 0.08704, -2.03303)  0.494
H (-3.16101, -2.05947, -3.95055)  0.343
H (-3.03361, -2.31124, -2.22386)  0.456
H (-0.58807, -1.64661, -3.94175)  0.130
H (-1.21879, -3.25757, -3.77642)  0.662
H (-1.07447, -2.75177, -1.17694)  0.303
H (0.13593, -1.57565, -1.68545)  0.221
H (0.65696, -4.09495, -3.03512)  0.398
H (0.51254, -4.35267, -1.29549)  0.406
H (2.77309, -3.35746, -2.73332)  0.424
H (2.17609, -2.01209, -1.78729)  0.229
H (2.69825, -4.72798, -0.53220)  0.498
H (2.33774, -3.19748, 0.25533)  0.275
H (4.48715, -2.54071, 0.24458)  0.306
H (4.66995, -2.84619, -1.47441)  0.506
H (4.93158, -5.36843, -0.74045)  0.435
H (6.26474, -4.26200, -0.41587)  0.389
H (4.09052, -4.67891, 1.65890)  0.353
H (5.41103, -5.83136, 1.50798)  0.408
H (6.90294, -4.42304, 2.50371)  0.216
H (6.39912, -3.05997, 1.52438)  0.469
H (4.05644, -4.82184, 3.93196)  0.423
H (3.38101, -3.08730, 5.87890)  0.426
H (4.84755, -0.85793, 5.46830)  0.494
H (6.37888, -1.37435, 3.27835)  0.362
O (2.88275, 3.02506, -3.97617)  -0.531
C (3.27514, 2.94522, -2.84486)  0.827
O (2.59414, 3.65225, -1.91048)  -0.274
C (2.81185, 3.51505, -0.49271)  -0.475
C (3.97414, 4.35168, -0.00594)  -1.114
C (4.48809, 2.14594, -2.44951)  -1.218
H (2.91915, 2.46242, -0.22844)  0.379
H (1.88426, 3.86456, -0.04080)  0.390
H (4.91464, 4.03754, -0.45734)  0.293
H (4.06925, 4.26606, 1.07592)  0.402
H (3.81718, 5.39995, -0.25924)  0.305
H (5.37311, 2.74701, -2.65613)  0.298
H (4.52202, 1.25721, -3.07405)  0.336
H (4.50614, 1.83925, -1.40751)  0.400
O (4.13666, -1.32379, 7.88824)  -0.496
C (3.15339, -1.34631, 8.57368)  0.810
O (2.02774, -0.77037, 8.09793)  -0.367
C (0.76876, -0.86182, 8.77177)  -0.442
C (0.61863, 0.18394, 9.85659)  -0.965
C (3.16335, -1.94408, 9.96161)  -1.119
H (0.60899, -1.87248, 9.14969)  0.368
H (0.03101, -0.69673, 7.98834)  0.310
H (1.35856, 0.05554, 10.64634)  0.274
H (-0.37329, 0.12307, 10.30469)  0.354
H (0.75086, 1.18060, 9.43614)  0.305
H (3.57521, -1.20401, 10.64689)  0.282
H (3.82443, -2.80647, 9.94785)  0.313
H (2.19107, -2.26004, 10.32864)  0.375

Forces on atoms 1 to 3 (eV/Å):
0.03 0.11 0.10
0.02 0.02 0.14
-0.11 -0.04 -0.21